# 1
A molecular structure, C39H40AuN5P2SSeTe. Source: the OMol25 dataset; level of theory: ωB97M-V with the def2-TZVPD basis set.

XYZ file:
```
90
Properties=species:S:1:pos:R:3:mulliken_spin:R:1
Au 1.559 0.433 -0.617 0.0003
Te -1.155 -3.977 0.755 0.0567
C -2.982 -3.784 -0.287 0.0224
C -4.171 -4.187 0.298 0.0083
C -5.342 -4.051 -0.439 0.0006
N -5.380 -3.543 -1.672 0.0050
C -4.225 -3.165 -2.220 0.0030
C -2.999 -3.274 -1.576 0.0171
C -0.559 -2.011 0.328 0.5643
P -1.110 -0.607 1.270 0.1522
C -1.647 0.627 0.030 -0.0066
C -1.772 1.954 0.455 0.1305
C -2.204 2.940 -0.422 0.0132
C -2.517 2.608 -1.735 0.0037
C -2.396 1.294 -2.164 0.0117
C -1.957 0.306 -1.289 0.0795
C -2.649 -1.077 2.110 0.0545
C -2.556 -1.449 3.452 -0.0061
C -3.687 -1.857 4.145 0.0024
C -4.916 -1.888 3.500 0.0022
C -5.017 -1.504 2.169 0.0013
C -3.889 -1.095 1.473 -0.0052
P 1.057 -1.786 -0.413 -0.0804
C 2.269 -2.772 0.495 0.0321
C 3.454 -3.136 -0.148 -0.0003
C 4.425 -3.847 0.538 0.0029
C 4.226 -4.183 1.872 -0.0011
C 3.059 -3.804 2.519 -0.0013
C 2.082 -3.095 1.834 0.0045
C 0.895 -2.543 -2.059 0.0430
C 1.085 -3.905 -2.282 0.0029
C 0.822 -4.445 -3.532 0.0027
C 0.362 -3.638 -4.564 0.0050
C 0.164 -2.279 -4.349 -0.0028
C 0.433 -1.733 -3.101 0.0010
H -4.200 -4.590 1.303 -0.0026
H -6.292 -4.361 -0.019 0.0000
H -4.281 -2.769 -3.229 0.0001
H -2.084 -2.984 -2.082 -0.0138
H -1.551 2.195 1.491 -0.0579
H -2.303 3.968 -0.086 -0.0006
H -2.873 3.370 -2.418 0.0001
H -2.658 1.033 -3.182 0.0013
H -1.873 -0.720 -1.623 -0.0520
H -1.593 -1.416 3.951 0.0060
H -3.611 -2.143 5.188 0.0000
H -5.801 -2.208 4.037 0.0003
H -5.978 -1.521 1.670 -0.0005
H -3.973 -0.792 0.435 0.0046
H 3.606 -2.876 -1.190 0.0004
H 5.337 -4.141 0.034 0.0000
H 4.987 -4.736 2.408 -0.0002
H 2.912 -4.055 3.561 -0.0001
H 1.180 -2.789 2.351 0.0138
H 1.443 -4.544 -1.486 0.0018
H 0.973 -5.504 -3.702 0.0000
H 0.160 -4.066 -5.538 0.0001
H -0.200 -1.647 -5.150 0.0000
H 0.276 -0.673 -2.930 0.0004
S 1.998 2.715 -1.091 0.0069
C 3.553 2.752 -1.853 0.0018
N 4.123 1.667 -2.352 0.0012
C 5.434 1.670 -3.018 0.0000
C 5.642 3.017 -3.684 0.0001
C 5.466 4.110 -2.647 -0.0002
N 4.174 3.922 -1.967 0.0011
H 3.609 0.805 -2.273 0.0005
H 5.445 0.863 -3.747 0.0000
H 6.215 1.477 -2.282 0.0001
H 4.910 3.147 -4.483 0.0000
H 6.638 3.070 -4.120 0.0000
H 5.466 5.092 -3.111 0.0000
H 6.271 4.077 -1.912 0.0001
H 3.704 4.721 -1.578 0.0000
C -1.668 2.735 4.433 0.0041
N -1.105 3.941 3.811 0.0508
C -1.607 5.195 3.984 0.0535
C -0.815 6.050 3.277 0.0589
N 0.161 5.304 2.690 0.0502
C 1.243 5.828 1.850 0.0022
C -0.009 4.001 3.015 -0.1195
Se 1.039 2.587 2.443 0.8580
H -1.794 2.909 5.498 0.0014
H -0.990 1.902 4.282 -0.0029
H -2.633 2.506 3.987 0.0017
H -2.476 5.391 4.591 0.0046
H -0.885 7.118 3.150 0.0043
H 1.235 6.911 1.915 0.0008
H 1.095 5.514 0.819 -0.0022
H 2.194 5.444 2.205 0.0018
```

Calculated values
<S²>: 2.02
Net charge: +2
Spin multiplicity: 3

# 2
A molecular structure, C39H40AuNP3. Source: the OMol25 dataset; level of theory: ωB97M-V with the def2-TZVPD basis set.

XYZ file:
```
84
Properties=species:S:1:pos:R:3:mulliken_charge:R:1
Au 0.737 0.368 -0.559 0.8319
N 2.910 -0.627 -0.598 -0.4277
C 3.468 -0.669 0.730 0.3863
C 4.840 -0.716 0.911 -0.6189
C 5.357 -0.821 2.193 -0.7998
C 4.512 -0.913 3.291 -0.8380
C 3.140 -0.845 3.116 -0.7476
C 2.609 -0.676 1.830 0.0423
P 0.829 -0.455 1.693 1.2451
C 0.292 1.032 2.500 0.9436
C 1.191 1.802 3.251 -1.2764
C 0.742 2.940 3.902 -0.5834
C -0.587 3.328 3.794 -0.7766
C -1.478 2.585 3.022 -0.8782
C -1.045 1.447 2.369 -0.2909
C 0.063 -1.913 2.324 1.0767
C -0.981 -1.860 3.257 -0.5255
C -1.498 -3.036 3.772 -0.6195
C -0.981 -4.262 3.366 -0.7118
C 0.075 -4.321 2.459 -0.8588
C 0.604 -3.152 1.946 -0.5970
H 3.587 -0.298 -1.279 0.3378
H 2.633 -1.559 -0.901 0.2183
H 5.506 -0.705 0.055 0.4663
H 6.430 -0.859 2.333 0.4683
H 4.922 -1.033 4.285 0.5008
H 2.485 -0.919 3.976 0.5651
H 2.230 1.518 3.339 0.5329
H 1.431 3.523 4.500 0.4982
H -0.930 4.215 4.311 0.4776
H -2.511 2.898 2.936 0.5182
H -1.742 0.884 1.761 0.4274
H -1.361 -0.909 3.607 0.4781
H -2.288 -3.001 4.510 0.5846
H -1.383 -5.178 3.781 0.4706
H 0.496 -5.277 2.178 0.5013
H 1.453 -3.204 1.272 0.3969
C -5.336 -1.340 0.499 -0.7294
C -5.317 -0.680 -0.723 -0.8834
C -4.111 -0.296 -1.292 -0.7525
C -2.918 -0.577 -0.617 0.8377
C -2.940 -1.273 0.587 -0.0686
C -4.147 -1.647 1.149 -0.9074
P -1.364 -0.285 -1.432 1.6926
C -1.473 1.051 -2.596 0.8782
C -0.606 1.068 -3.704 -0.7645
C -0.697 2.092 -4.635 -0.8448
C -1.642 3.096 -4.468 -0.5333
C -2.484 3.101 -3.356 -1.0161
C -2.391 2.097 -2.411 -0.9757
C -0.849 -1.779 -2.282 0.7061
C -1.268 -2.024 -3.595 -0.6975
C -0.996 -3.252 -4.178 -0.8766
C -0.320 -4.233 -3.463 -0.7421
C 0.084 -3.996 -2.155 -0.8446
C -0.179 -2.772 -1.562 0.1241
H -6.282 -1.632 0.937 0.4450
H -6.242 -0.469 -1.243 0.4821
H -4.113 0.193 -2.257 0.5413
H -2.014 -1.560 1.061 0.8148
H -4.164 -2.194 2.083 0.5278
H 0.100 0.261 -3.862 0.5341
H -0.055 2.091 -5.507 0.5615
H -1.732 3.878 -5.212 0.4710
H -3.215 3.890 -3.235 0.4814
H -3.048 2.106 -1.550 0.5668
H -1.812 -1.276 -4.156 0.5041
H -1.321 -3.447 -5.192 0.4710
H -0.116 -5.190 -3.926 0.4429
H 0.593 -4.772 -1.597 0.5078
H 0.107 -2.599 -0.532 0.1646
C 0.509 3.953 -1.072 -1.0497
P 1.715 2.615 -1.024 0.6552
C 2.902 3.109 0.252 -1.1172
C 2.643 2.737 -2.575 -1.1306
H 1.009 4.899 -1.289 0.5057
H 0.009 4.027 -0.105 0.3052
H -0.232 3.756 -1.841 0.1709
H 3.220 4.135 0.064 0.5084
H 3.779 2.460 0.234 0.3531
H 2.441 3.057 1.238 0.1819
H 2.972 3.764 -2.741 0.4509
H 2.020 2.426 -3.411 0.2593
H 3.526 2.099 -2.535 0.3702
```

Calculated values
Net charge: +3
Spin multiplicity: 1

# 3
A molecular structure, C39H40F6OP2Pt at a distorted geometry. Source: the OMol25 dataset; level of theory: ωB97M-V with the def2-TZVPD basis set.

XYZ file:
```
89
Properties=species:S:1:pos:R:3:mulliken_spin:R:1
Pt -0.056 -0.036 2.058 1.1526
C -1.883 -0.263 4.358 0.1189
C -2.233 -0.295 3.007 0.0173
C -3.005 0.874 2.377 -0.0105
C -2.165 2.042 1.877 0.0391
C -0.723 2.066 2.376 -0.1176
C -0.389 2.145 3.747 0.2582
C -1.385 2.235 4.813 0.0597
C -2.142 0.890 5.203 0.0978
C 1.858 -0.070 2.439 0.2855
H -1.247 -1.047 4.777 0.0198
H -2.607 -1.277 2.680 0.0243
H -3.801 1.247 3.036 0.0002
H -3.557 0.468 1.515 0.0075
H -2.119 1.996 0.780 -0.0062
H -2.687 2.983 2.087 -0.0037
H -0.065 2.595 1.684 0.0140
H 0.656 2.080 4.022 -0.0275
H -2.150 2.991 4.576 0.0081
H -0.872 2.575 5.729 0.0152
H -1.876 0.644 6.242 0.0006
H -3.217 1.134 5.179 0.0061
H 2.120 -1.134 2.534 0.0024
H 2.088 0.470 3.371 -0.0064
H 2.314 0.394 1.571 0.0263
P -0.394 -1.485 -3.621 0.2740
P 1.163 0.541 -3.778 0.2703
C -1.309 -0.084 -4.318 -0.0123
C -0.470 0.996 -4.432 -0.0033
C -0.752 -2.833 -4.827 0.0640
C -1.916 -2.835 -5.622 0.0214
C -2.185 -3.883 -6.517 0.0001
C -1.308 -4.958 -6.641 0.0085
C -0.144 -4.953 -5.865 -0.0002
C 0.151 -3.906 -4.985 0.0372
C -1.145 -1.948 -2.059 0.0880
C -0.788 -1.221 -0.897 -0.0949
C -1.369 -1.576 0.293 -0.0282
C -2.420 -2.478 0.357 0.0417
C -2.774 -3.180 -0.788 -0.0083
C -2.108 -2.963 -1.983 0.0328
C 2.165 0.904 -5.305 0.0471
C 2.035 0.059 -6.428 0.0165
C 2.645 0.386 -7.642 -0.0091
C 3.392 1.556 -7.794 0.0198
C 3.522 2.383 -6.678 -0.0087
C 2.958 2.052 -5.448 0.0196
C 1.596 1.935 -2.686 0.0542
C 2.845 1.928 -2.035 0.0522
C 3.258 3.035 -1.299 -0.0054
C 2.409 4.141 -1.181 0.0230
C 1.162 4.134 -1.808 -0.0098
C 0.723 3.016 -2.513 0.0260
H -2.363 -0.143 -4.575 0.0010
H -0.687 1.990 -4.844 0.0005
H -2.628 -2.004 -5.570 -0.0006
H -3.088 -3.848 -7.136 0.0004
H -1.529 -5.781 -7.332 0.0004
H 0.545 -5.783 -5.961 -0.0002
H 1.078 -3.902 -4.417 -0.0027
H -0.071 -0.401 -0.928 0.0046
H -0.982 -1.203 1.261 0.0931
H -2.970 -2.630 1.277 0.0048
H -3.586 -3.906 -0.758 -0.0001
H -2.341 -3.560 -2.864 0.0028
H 1.435 -0.857 -6.366 0.0055
H 2.533 -0.265 -8.509 -0.0001
H 3.843 1.831 -8.750 0.0009
H 4.064 3.316 -6.773 0.0005
H 3.105 2.704 -4.591 0.0050
H 3.484 1.049 -2.123 -0.0002
H 4.239 3.036 -0.825 0.0003
H 2.735 5.011 -0.612 0.0010
H 0.515 5.010 -1.745 0.0005
H -0.286 2.982 -2.929 0.0017
C -0.324 -1.356 7.918 0.0218
C 0.708 -0.373 7.334 -0.0801
O 0.524 0.061 6.123 0.8154
C 0.615 0.901 8.341 0.1276
F 0.798 0.567 9.658 0.0204
F 1.503 1.874 8.054 0.0074
F -0.654 1.432 8.254 0.0066
C 2.113 -1.150 7.423 0.0561
F 2.416 -1.612 8.681 0.0080
F 2.007 -2.259 6.627 0.0040
F 3.170 -0.429 6.973 0.0022
H -1.311 -0.877 7.927 -0.0009
H -0.066 -1.652 8.939 -0.0023
H -0.344 -2.246 7.277 -0.0033
```

Calculated values
<S²>: 6.05
Net charge: +2
Spin multiplicity: 5

What did we get for energy? Answer: -154274.565; -74117.357; -81245.677 eV, in the order shown.